91
Properties=species:S:1:pos:R:3:forces:R:3:mulliken_charge:R:1 method="wB97M-V/def2-TZVPD" e_above_lowest_kcal_mol=0.0 spin_multiplicity=4 gap_ev="7.35 / 7.07" total_energy_ha=-5088.7045 e_homo_ev="-4.95 / -4.68" charge=-1 max_force_ev_per_a=2.165
C -1.42083 -1.95545 -4.13318 0.3372 1.2131 -0.2203 -0.609
C -0.99388 -2.77060 -2.97950 0.1862 -1.2490 0.6548 0.592
H -0.83874 -2.12224 -5.03815 -0.1460 -0.0749 -0.0667 0.472
H -1.24894 -0.91428 -3.84537 -0.1363 -0.5036 -0.3577 -0.702
H -2.48817 -2.05751 -4.35323 0.0501 -0.1687 0.0171 0.258
C -0.52289 -4.01975 -3.12097 -0.7166 0.4604 0.1498 -0.040
C -0.32003 -4.65987 -4.45079 0.2543 -0.2751 -0.5159 -1.490
H -0.41723 -4.67319 -2.25979 0.3036 0.2010 0.0335 0.481
H -0.30879 -3.93526 -5.27014 -0.1066 -0.1837 0.1635 0.288
H -1.08277 -5.41477 -4.68020 0.0169 0.0736 0.0440 0.304
H 0.64334 -5.17237 -4.49604 0.0767 -0.1506 0.0568 0.363
Co -0.62108 0.69862 -0.66700 0.9666 -0.7102 0.4822 0.253
Cl -2.71795 1.04337 -0.16431 -1.4267 0.3552 0.3470 -0.667
Cl 0.77909 2.35268 -1.38649 0.5176 0.1201 0.3172 -0.643
H 1.41463 4.79422 2.98997 0.0656 0.0406 -0.1405 0.244
H -1.35545 6.22405 2.39136 0.1917 -0.0057 -0.1788 0.313
C 1.35115 4.95354 1.90379 -0.0775 -0.1876 0.0613 -0.902
C -0.87331 6.03087 1.41689 -0.2098 -0.1869 0.1111 -0.931
N -0.02147 4.85248 1.44741 -0.1829 0.2406 -0.0015 0.386
H 1.95116 4.18412 1.40243 -0.1492 0.2349 0.1079 0.219
C -0.57960 3.63348 1.26752 0.7742 -0.9554 -0.0725 -0.298
O 0.05285 2.57906 1.39874 -1.2064 1.7978 0.0206 -0.399
H -1.67279 5.86036 0.67930 0.2968 0.2205 0.1897 0.329
H -1.64885 3.72305 0.95568 0.4944 -0.5487 0.1170 0.353
H 1.71975 5.95328 1.66746 0.0844 -0.1193 -0.0198 0.377
H -0.28928 6.91838 1.14510 -0.1458 -0.2579 -0.0873 0.268
H 1.65426 -1.06329 -3.45392 0.1554 0.1580 0.3354 0.175
H 2.24912 -3.53075 -2.77233 0.1390 0.1110 0.1538 0.213
C 2.52771 -0.74074 -2.86377 -0.1212 0.1187 -0.2917 -0.774
C 3.11326 -3.06901 -2.26929 -0.3716 0.2429 0.1801 -0.946
N 2.79488 -1.71855 -1.82614 0.3576 -0.0547 0.2810 0.431
H 2.31776 0.23944 -2.41365 0.0447 -0.3883 -0.1114 0.061
C 2.92475 -1.36351 -0.51385 0.1701 0.7935 -0.3683 0.193
O 2.95382 -0.22139 -0.06463 -0.1219 -1.3550 -0.3600 -0.595
H 3.38654 -3.66370 -1.39046 -0.0330 -0.0352 -0.2280 0.309
H 3.02812 -2.27079 0.12479 0.0382 0.2466 -0.0614 0.164
H 3.38835 -0.67478 -3.55449 -0.1247 0.0753 0.2796 0.366
H 3.95281 -3.06803 -2.98077 -0.0815 0.0849 0.2145 0.300
O -0.34597 -0.94979 -1.60598 0.4499 -0.4491 -0.4250 0.661
C -1.19597 -2.03185 -1.65579 -0.1498 0.2289 0.6000 -0.132
C 0.13539 -3.55080 -0.11042 0.3375 -0.3984 0.2128 1.452
C -1.05420 -2.88453 -0.38684 -0.3670 -0.1709 -0.7062 -0.983
H 0.99948 -3.40534 -0.76827 -0.4486 -0.0123 0.2774 0.296
C 0.20455 -4.45550 0.95319 -0.0483 0.3467 -0.3666 -1.072
H -2.25194 -1.68734 -1.68179 -0.0074 -0.1068 0.0828 0.381
C -2.15053 -3.05719 0.45969 0.2584 -0.1955 -0.2674 0.042
H 1.12387 -5.03231 1.09569 -0.3261 0.1963 0.1354 0.397
C -0.90685 -4.64197 1.77606 0.0497 -0.2023 0.0202 -0.421
C -2.08749 -3.93972 1.53879 0.1036 0.1356 -0.2278 -1.138
H -3.05264 -2.51458 0.19199 -0.0411 -0.0840 0.2624 0.369
H -0.84211 -5.36644 2.58369 -0.0998 0.1237 -0.0147 0.376
H -2.97959 -4.10369 2.14081 0.2635 0.0245 0.0544 0.385
Si -0.51936 3.11827 -3.46906 0.0198 0.4948 -1.4114 0.824
Cl -1.32026 1.17953 -3.39240 0.0863 0.6218 -0.8233 -0.473
C 1.31787 3.47626 -3.94185 0.2284 0.1249 -0.1642 -1.168
C -1.73515 3.93374 -2.26986 0.0921 0.5462 -0.0064 -0.822
C -1.03842 3.75306 -5.27602 -0.7295 -0.5781 0.4182 -1.455
H 1.99081 2.59615 -3.92721 -0.4769 0.3857 0.2470 0.271
H 1.71752 4.22536 -3.24260 0.0730 -0.2572 -0.1027 0.329
H 1.35392 3.89676 -4.96827 0.0314 -0.1280 0.6555 0.355
H -0.30013 3.37082 -5.99097 -0.1940 -0.0200 0.0909 0.326
H -1.05288 4.84838 -5.39089 0.0609 -0.1806 0.2339 0.333
H -2.01688 3.36768 -5.58813 -0.0194 0.1698 0.0141 0.329
H -2.07042 3.28879 -1.44154 0.4787 0.0693 -0.3705 0.093
H -2.64437 4.20226 -2.82452 0.2010 0.0430 -0.0815 0.344
H -1.30190 4.85507 -1.86430 -0.0951 0.0419 0.0977 0.213
N -0.09286 -0.21310 1.16036 0.2522 -0.8483 0.6057 0.832
S 0.74510 0.13915 2.46253 0.9166 0.2766 -0.4593 0.166
C -0.20872 1.15481 3.57400 -1.0573 0.3064 0.9519 0.174
C 0.43916 1.99791 4.48684 -0.1235 -0.4975 -0.6593 -0.095
C -0.29703 2.89618 5.25063 0.0343 -0.1796 -0.0974 -0.738
C -1.68885 2.93423 5.11180 -0.0184 0.1209 0.0288 -0.371
C -2.34528 2.07354 4.22523 0.1853 -0.0445 -0.0464 -0.830
C -1.59661 1.17023 3.46260 -0.1083 0.1980 0.0744 0.130
C 0.85194 -1.36254 3.44392 -0.0664 -0.4030 0.7811 0.187
C 0.10209 -1.53999 4.60983 -0.2413 -0.3582 0.0630 -0.474
C 0.17481 -2.73484 5.34042 0.3275 0.0351 -0.2980 -0.784
C 1.02289 -3.76150 4.90028 0.0210 0.0780 0.0248 -0.498
C 1.80295 -3.57669 3.75175 -0.0170 0.3969 0.1185 -0.490
C 1.74431 -2.36441 3.05638 -0.2687 -0.0167 -0.1496 0.008
H -0.31170 -1.21375 1.17067 -0.2593 0.4168 -0.0112 -0.656
H 1.52163 1.93817 4.53445 -0.0014 0.1965 0.1129 0.433
H 0.23672 3.56762 5.93035 -0.3488 -0.2031 -0.1788 0.365
H -2.25563 3.65779 5.69945 0.0698 -0.1929 -0.1670 0.342
H -3.43705 2.11716 4.09362 0.6119 -0.0187 0.1450 0.396
H -2.08576 0.51730 2.74041 0.1491 0.1723 -0.0337 0.317
H -0.56552 -0.74796 4.93394 0.0794 -0.2109 0.0302 0.463
H -0.42602 -2.85201 6.25221 0.2918 0.0335 -0.4758 0.388
H 1.09333 -4.70374 5.46188 -0.0882 0.4627 -0.2948 0.350
H 2.47051 -4.36433 3.38685 -0.2643 0.2946 0.2349 0.376
H 2.34789 -2.18149 2.17439 0.0288 -0.1627 0.0292 0.182

=====

61
Properties=species:S:1:pos:R:3:forces:R:3:mulliken_charge:R:1 method="wB97M-V/def2-TZVPD" e_above_lowest_kcal_mol=46.7 gap_ev="3.34 / 3.39" total_energy_ha=-3416.9848 e_homo_ev="-13.84 / -13.86" charge=+2 max_force_ev_per_a=5.299
C -0.01419 -0.26488 -3.35157 0.1597 -1.2258 -0.8621 -1.159
C -0.03841 0.65785 -2.18284 -0.3159 4.5726 -1.5741 0.699
H 0.04731 0.33957 -4.26961 0.0517 0.0231 0.3592 0.469
H -0.92926 -0.87277 -3.41578 0.3338 0.1491 0.3008 0.231
H 0.85536 -0.94366 -3.32750 -0.3924 0.1915 0.1682 0.148
O -0.03085 1.86167 -2.26806 -0.1402 -3.7446 0.3609 -0.339
I 0.82591 -3.57507 0.34446 0.0365 0.0745 -0.7346 -0.334
Lu 0.27116 -0.83977 -0.00446 0.2131 -1.1499 1.8178 0.604
P 2.84627 -0.06875 -0.77145 1.7841 -0.0157 -0.0323 1.033
C 3.63170 1.39365 0.01214 -0.3102 0.1629 0.1313 -1.257
C 4.04606 -1.40231 -0.36317 -0.2354 -0.2571 0.0485 -1.157
H 4.98718 -1.23060 -0.90415 -0.2712 0.0317 0.1738 0.455
H 4.38468 0.38859 -2.58541 -0.3113 -0.0243 0.0501 0.508
H 3.62325 -2.37258 -0.65411 0.2010 0.2105 0.0454 0.327
H 3.02148 -0.62959 -3.12980 0.1850 0.1529 0.0445 0.408
H 3.58964 1.32547 1.10653 0.0263 0.0521 -0.2833 0.263
H 4.23622 -1.42512 0.71521 -0.0182 -0.0328 -0.3041 0.333
C 3.30024 0.23304 -2.51428 -0.4433 -0.0062 -0.2367 -1.486
H 4.68311 1.46350 -0.30702 -0.3701 -0.0765 0.0786 0.485
H 2.77782 1.12091 -2.88566 0.1616 -0.0833 -0.0662 0.368
H 3.09993 2.30248 -0.29794 0.2097 -0.1086 0.0734 0.379
P -2.37648 -0.17157 -0.63915 -1.8437 0.5590 0.6939 0.930
C -2.99100 1.21160 0.41122 0.4768 0.2147 0.0056 -1.080
C -3.21972 0.19908 -2.20708 0.4415 -0.0788 -0.5005 -1.492
H -2.91356 -2.50667 -0.21500 -0.3087 0.0809 0.0785 0.365
H -4.39281 -1.51200 -0.42313 0.2695 0.0413 0.1055 0.479
H -3.47164 -1.46928 1.12006 0.0665 -0.0072 -0.2596 0.195
C -3.39230 -1.54875 0.02872 0.4338 -0.5640 -0.0129 -1.093
H -3.00045 -0.58545 -2.94007 -0.2336 0.1699 0.0419 0.395
H -4.30321 0.23940 -2.03753 0.3110 -0.0130 0.0349 0.534
H -3.98339 1.52253 0.04862 0.3566 -0.1131 0.1175 0.477
H -2.29241 2.05705 0.35613 -0.4319 -0.0345 0.0149 0.337
H -2.87872 1.16365 -2.60148 -0.1128 -0.1629 0.0165 0.399
H -3.06489 0.88585 1.45900 0.0561 0.0772 -0.4366 0.181
C 0.27074 1.57984 0.14203 0.0400 4.9812 1.8059 0.304
O 0.27541 2.72737 0.31376 -0.0614 -4.5433 -0.8720 -0.260
C 2.69932 -1.01358 2.90362 0.1765 -0.2111 -0.4366 -0.914
Si 1.11959 -0.11712 3.31674 0.7960 0.8252 2.0035 -0.232
C 0.74334 -0.51828 5.10876 -0.3597 -0.1967 -0.1725 -1.117
C 1.32702 1.73212 3.30747 0.0465 0.1888 -0.3019 -0.927
N -0.11668 -0.61696 2.17940 -0.5069 -0.2902 -1.4682 0.572
C -1.24814 -1.12927 2.83260 -0.8541 -0.2695 0.2642 0.543
C -1.48280 -2.52306 2.93271 0.0705 0.1578 -0.6603 -0.171
C -2.61720 -3.00794 3.56806 0.0136 0.2604 0.1238 -0.809
C -3.53553 -2.11465 4.13119 0.0832 -0.1775 -0.0646 -0.616
C -3.29320 -0.73673 4.09023 0.0153 0.1248 -0.0247 -0.728
C -2.15835 -0.24313 3.46224 0.5212 -0.1511 0.2778 -0.236
H 3.15249 -1.29053 3.86722 -0.0831 0.0884 -0.2881 0.539
H 3.40972 -0.38283 2.35967 -0.0479 -0.1791 0.1421 0.209
H 2.50905 -1.93530 2.33903 0.2015 0.1293 0.1444 0.246
H 1.68259 -0.44802 5.68007 -0.2679 0.0084 -0.1920 0.466
H 0.03270 0.20295 5.53456 0.1369 -0.2334 -0.0408 0.326
H 0.33523 -1.52942 5.24567 0.1234 0.2118 0.0732 0.342
H 1.36412 2.17392 2.30905 0.2165 0.0651 0.3291 0.261
H 0.49934 2.20024 3.85575 0.1919 -0.0451 -0.0977 0.357
H 2.26416 1.95643 3.83541 -0.2080 0.0737 -0.0876 0.377
H -0.74368 -3.19559 2.49070 -0.3837 0.2208 0.3405 0.023
H -2.76378 -4.08764 3.63734 -0.0183 0.3649 0.0236 0.465
H -4.42377 -2.49706 4.62684 0.1525 0.0996 -0.0629 0.442
H -3.98326 -0.03963 4.57374 0.2007 -0.2833 -0.2139 0.439
H -1.91435 0.82299 3.46439 -0.2304 -0.2858 -0.0028 0.489